{"formula": "C2H3N3O", "method": "wB97M-V/def2-TZVPD", "species": ["C", "C", "N", "N", "O", "N", "H", "H", "H"], "xyz": [[0.5431, 0.5947, 1.0639], [-0.0839, -0.0100, -0.1596], [-0.2743, -1.4153, -0.3236], [-0.8020, -1.5941, -1.4496], [-1.0150, -0.5096, -2.1086], [-0.4619, 0.7320, -1.1137], [-0.0785, 0.3233, 1.9184], [1.5531, 0.1884, 1.1401], [0.6194, 1.6905, 1.0328]], "forces_ev_per_a": [[-0.1, -0.2, -0.1], [-0.1, 0.4, -0.2], [0.0, 0.3, 0.0], [0.3, 0.5, 0.6], [0.9, 2.2, 1.5], [-1.1, -2.5, -1.9], [0.3, -0.1, 0.1], [-0.1, -0.1, 0.3], [-0.2, -0.4, -0.3]], "gap_ev": 11.964, "total_charge": 0, "largest_force_ha_per_bohr": 0.0642, "total_energy_ha": -317.4072, "e_above_lowest_kcal_mol": 78.5, "smiles": "Cc1nnon1", "homo_energy_ha": -0.42985}